A:
DFT (ωB97M-V with the def2-TZVPD basis set) results for 2 unconnected molecules or ions with the total composition C3H9NO3.

Summary:
- SMILES: CCNC(=O)O.O
- HOMO level: -9.93 eV

```
16
C3H9NO3 (ωB97M-V with the def2-TZVPD basis set)
C 2.04628 0.89397 -1.44429
C 0.80877 0.23694 -0.91599
N 0.74694 0.21853 0.55859
C -0.41089 0.64507 1.14594
O -1.23200 1.29003 0.53932
O -0.69713 0.26078 2.42412
H 3.01348 0.62535 -1.10890
H 1.90052 0.91754 -2.54191
H 1.90970 1.98880 -1.42786
H 0.03474 0.87188 -1.33987
H 0.57827 -0.79469 -1.22836
H 1.54730 -0.21544 0.98791
H -0.14159 0.67637 3.09972
O -1.32821 -2.96335 -1.70101
H -1.32945 -2.63437 -0.79903
H -1.95547 -2.36826 -2.13027
```

---

B:
DFT (ωB97M-V with the def2-TZVPD basis set) results for 2 unconnected molecules or ions with the total composition C3H9NO3.

Summary:
- SMILES: C[C@@H](N)C(=O)O.O
- HOMO level: -9.06 eV

```
16
C3H9NO3 (ωB97M-V with the def2-TZVPD basis set)
C -1.94870 0.33018 -0.90977
C -0.78210 0.40303 0.08119
N -0.26475 -0.64223 1.02596
C 0.46674 0.48501 -0.88562
O 1.34272 1.30938 -0.85629
O 0.31203 -0.53969 -1.82923
H -1.85202 1.02874 -1.75525
H -2.08593 -0.76698 -1.33705
H -2.91396 0.50952 -0.38287
H -0.82778 1.45515 0.74628
H -0.42011 -0.42524 1.99879
H -0.56649 -1.58723 0.84275
H 1.10514 -0.49241 -2.40712
O 2.53667 -0.43822 2.15205
H 3.06686 -1.10378 1.51171
H 2.83169 0.47478 2.00448
```

---

Energetically preferred structure: A | next structure: +0.792 eV

---

A:
DFT (ωB97M-V with the def2-TZVPD basis set) results for 3 unconnected molecules or ions with the total composition C5H6ClN.

Summary:
- HOMO level: -8.99 eV

```
13
C5H6ClN (ωB97M-V with the def2-TZVPD basis set)
C -1.87979 -0.13298 0.09955
C -0.49574 0.30184 0.02734
C 0.45598 -0.66998 0.14937
C -0.26873 1.70026 0.07605
C 0.03170 2.91676 -0.12262
H -3.56938 -1.39485 0.24802
H -1.41170 -2.41636 0.48102
H -2.20982 0.25249 -0.78996
H -2.17520 0.44017 0.99596
H 0.16261 -1.75897 0.30709
H 0.10017 3.93327 0.04315
N -2.20853 -1.58019 -0.28309
Cl 2.20603 -0.74646 -0.04011
```

---

B:
DFT (ωB97M-V with the def2-TZVPD basis set) results for 2 unconnected molecules or ions with the total composition C5H6ClN.

Summary:
- SMILES: CC(Cl)=C=N.C#C
- HOMO level: -8.79 eV

```
13
C5H6ClN (ωB97M-V with the def2-TZVPD basis set)
C -0.26776 -1.45947 -0.55619
C -0.37187 -0.07130 -1.19637
Cl 0.20005 0.29207 -2.80110
C -0.87056 0.80294 -0.41555
N -1.58662 1.51252 0.29543
H 0.80423 -1.71273 -0.40882
H -0.75343 -2.17965 -1.17083
H -0.82155 -1.39072 0.46395
H -0.88686 2.08467 0.78875
C 1.50506 2.04023 0.66994
C 1.31786 1.14170 1.42421
H 1.79439 2.78360 0.03072
H 1.16503 0.16455 1.70042
```

---

C:
DFT (ωB97M-V with the def2-TZVPD basis set) results for C5H6ClN in the gas phase.

Summary:
- SMILES: C/C=C(/C#N)CCl
- HOMO level: -9.85 eV

```
13
C5H6ClN (ωB97M-V with the def2-TZVPD basis set)
C -1.62851 -0.34848 -0.32928
C -0.33571 -1.02918 -0.31449
C 0.81412 -0.26216 -0.08314
C 2.06864 -0.84693 -0.21241
N 3.15461 -1.25007 -0.12603
C 0.64220 1.15847 0.69620
Cl 0.43246 2.60784 -0.36902
H -2.35736 -0.88220 0.35015
H -2.11515 -0.42502 -1.37709
H -1.50465 0.66488 0.00408
H -0.36216 -1.96792 -0.70845
H -0.32797 1.13965 1.32142
H 1.51947 1.44113 1.14807
```

---

Energetically preferred structure: C | next structure: +2.548 eV

---

A:
DFT (ωB97M-V with the def2-TZVPD basis set) results for 2 unconnected molecules or ions with the total composition C3H8O2.

Summary:
- SMILES: O=CO.CC
- HOMO level: -10.93 eV

```
13
C3H8O2 (ωB97M-V with the def2-TZVPD basis set)
O -0.74423 3.81364 -0.13737
C -0.82746 2.87968 0.58650
O -0.63800 1.59636 0.19595
H -0.87214 3.04036 1.67809
H -0.94912 1.03605 0.91349
C 0.57262 -4.21496 -0.09290
C 1.42441 -3.08728 -0.63143
H 0.60114 -4.30421 0.99573
H -0.46430 -4.08206 -0.39829
H 0.90100 -5.19951 -0.43130
H 1.20864 -2.07259 -0.28425
H 1.49527 -3.03237 -1.72120
H 2.48629 -3.13578 -0.35975
```

---

B:
DFT (ωB97M-V with the def2-TZVPD basis set) results for 2 unconnected molecules or ions with the total composition C3H8O2.

Summary:
- SMILES: C/C=C/O.O
- HOMO level: -8.27 eV

```
13
C3H8O2 (ωB97M-V with the def2-TZVPD basis set)
C 2.53170 -0.73551 0.52490
C 1.00889 -0.91710 0.71284
C 0.23545 0.15450 0.38634
O -1.13157 0.20684 0.60758
H 2.85731 -1.16978 -0.46482
H 2.62789 0.35846 0.38400
H 2.97990 -1.08028 1.48514
H 0.56148 -1.78576 1.30870
H 0.65764 1.14472 -0.10029
H -1.47480 0.95047 0.00276
O -3.24715 0.98601 -1.49621
H -3.87887 1.68833 -1.67542
H -3.72788 0.19910 -1.67552
```

---

Energetically preferred structure: A | next structure: +1.049 eV